# 1
The following is a quantum chemistry calculation of a 13-piece molecular cluster, C52H78O39 overall in a non-equilibrium geometry, from the OMol25 dataset.

Computed properties:
Energy above the lowest of the compared OMol25 structures with the same formula, charge and spin ... 437.7 kJ/mol
E_tot ... -4962.72729 Ha

```
169
C52H78O39 (ωB97M-V with the def2-TZVPD basis set)
C -2.3263 -0.4363 6.2834
C -3.8285 -0.2963 6.0476
C -4.6329 -0.7015 7.3054
O -5.1740 0.5254 7.7966
C -4.9715 1.5117 6.9130
O -5.3013 2.6426 7.0538
O -4.2459 1.0573 5.8629
H -1.7888 -0.2912 5.3491
H -2.1362 -1.4580 6.6220
H -2.0924 0.2085 7.1327
H -4.1158 -0.9308 5.2158
H -4.0353 -1.1391 8.0992
H -5.4535 -1.3330 6.9632
C -2.2663 3.4895 -1.4331
C -1.9051 4.0828 -2.7867
C -3.0791 4.8469 -3.4622
O -2.4904 6.0236 -3.9890
C -1.2564 6.1972 -3.4718
O -0.5392 7.0928 -3.7315
O -0.9949 5.1905 -2.6263
H -2.8979 4.2459 -0.9729
H -1.3280 3.2450 -0.9428
H -2.8433 2.5798 -1.5885
H -1.5106 3.3528 -3.4975
H -3.8626 5.0798 -2.7411
H -3.4504 4.2395 -4.2866
C 0.5256 0.5407 -4.4345
C -0.3721 0.6812 -5.6461
C 0.0521 1.7624 -6.6408
O 0.2818 1.0010 -7.8572
C -0.1469 -0.2813 -7.6917
O -0.1797 -1.0718 -8.5754
O -0.3172 -0.5328 -6.3792
H 0.3683 -0.3849 -3.8860
H 0.4905 1.3602 -3.7090
H 1.5822 0.6111 -4.7311
H -1.3353 0.9563 -5.2015
H 1.0625 2.1274 -6.4566
H -0.6789 2.5465 -6.8071
C -3.9919 4.8477 3.9157
C -2.7723 4.2681 3.2161
C -2.1994 3.0936 4.0409
O -2.1756 2.0045 3.1298
C -2.7476 2.3465 1.9668
O -2.7572 1.6368 1.0125
O -3.2424 3.5839 2.0489
H -4.6840 4.0226 4.0835
H -4.4550 5.6781 3.3857
H -3.7302 5.2286 4.9060
H -1.9874 5.0115 3.0797
H -2.8491 2.8461 4.8845
H -1.2392 3.2849 4.5182
C 0.5612 4.7832 -6.1623
C 1.7222 4.1549 -5.4210
C 2.4990 5.1048 -4.4882
O 2.3113 4.5735 -3.1823
C 1.6911 3.3677 -3.2361
O 1.4586 2.7287 -2.2599
O 1.2680 3.1504 -4.5030
H -0.0218 4.0265 -6.6917
H 1.0804 5.4042 -6.8983
H -0.1518 5.3829 -5.6055
H 2.4412 3.7513 -6.1345
H 2.1471 6.1327 -4.4126
H 3.5504 5.1015 -4.7795
C -1.0701 -4.2801 3.8596
C -2.3338 -5.0917 3.5907
C -2.5691 -5.1559 2.0682
O -2.9403 -6.5034 1.8614
C -2.3000 -7.2341 2.8170
O -1.9774 -8.3615 2.6939
O -2.1647 -6.4694 3.9264
H -0.1647 -4.7889 3.5232
H -1.0099 -3.9824 4.9019
H -1.0734 -3.3834 3.2310
H -3.1493 -4.5723 4.0936
H -1.7057 -4.8434 1.4645
H -3.3260 -4.4479 1.7182
C 5.9974 -3.4328 -2.8437
C 4.7074 -4.2000 -2.6765
C 4.7291 -5.2995 -1.5905
O 3.9304 -4.7743 -0.5254
C 3.2804 -3.6815 -0.9499
O 2.4773 -3.0483 -0.3700
O 3.7004 -3.3191 -2.1913
H 6.8546 -4.0983 -2.9853
H 6.2441 -2.7117 -2.0640
H 5.9877 -2.8642 -3.7794
H 4.4843 -4.6658 -3.6385
H 5.7503 -5.3578 -1.2224
H 4.2807 -6.2210 -1.9462
C 1.1373 0.0544 -0.5236
C 0.0104 0.1795 0.4628
C -0.3890 -1.1426 1.1528
O -0.1050 -1.0195 2.5499
C 0.3596 0.2595 2.7898
O 0.4331 0.7096 3.8857
O 0.6694 0.7683 1.6127
H 2.0083 -0.4571 -0.1271
H 1.3367 0.8832 -1.2018
H 0.8397 -0.6951 -1.2770
H -0.8401 0.7317 0.0792
H 0.1847 -1.9847 0.7644
H -1.4557 -1.3080 1.0069
C 4.4903 1.9877 1.0633
C 5.2171 0.6803 0.8449
C 6.6435 0.4796 1.3277
O 6.5630 -0.6517 2.1979
C 5.2672 -1.0181 2.3827
O 4.9080 -1.7934 3.1903
O 4.4604 -0.2836 1.5979
H 4.3735 2.3354 2.0945
H 3.4480 1.8998 0.7484
H 4.8760 2.8540 0.5232
H 5.0990 0.4457 -0.2136
H 6.9796 1.3432 1.9089
H 7.4101 0.3008 0.5760
C -2.1225 -3.2560 -5.6597
C -2.7609 -2.5449 -4.4835
C -3.4811 -3.3707 -3.4437
O -3.2098 -2.5847 -2.2238
C -2.2034 -1.7118 -2.4541
O -1.5202 -1.1478 -1.6536
O -1.7503 -1.8875 -3.7231
H -1.0797 -2.9583 -5.7908
H -2.5202 -3.0133 -6.6429
H -2.0656 -4.3366 -5.5157
H -3.3961 -1.7731 -4.9352
H -2.9819 -4.3201 -3.2397
H -4.5610 -3.4669 -3.4705
C -5.9531 -1.8033 -0.6141
C -5.3313 -1.9135 0.7714
C -5.9870 -0.9942 1.8057
O -6.2514 -1.8302 2.9234
C -5.9398 -3.1072 2.6301
O -6.0110 -3.9922 3.4136
O -5.6105 -3.2075 1.3362
H -5.8646 -0.7343 -0.8264
H -6.9815 -2.1221 -0.4639
H -5.3553 -2.3484 -1.3310
H -4.2492 -1.7743 0.7240
H -6.9553 -0.6899 1.3873
H -5.5006 -0.0754 2.0870
C 4.7496 0.3322 -3.0747
C 5.6783 1.5497 -3.1669
C 5.2714 2.6096 -4.1859
O 5.5698 3.8229 -3.4566
C 5.7416 3.5704 -2.1529
O 5.8434 4.3691 -1.2930
O 5.7465 2.2269 -1.9210
H 5.2619 -0.4305 -2.4895
H 4.4749 -0.0663 -4.0485
H 3.8696 0.6248 -2.4940
H 6.6556 1.0879 -3.3436
H 4.1979 2.6165 -4.3716
H 5.9084 2.5943 -5.0626
C 0.8725 -2.1529 5.3396
C 1.9018 -1.2726 6.0514
C 1.6620 -0.8992 7.5337
O 2.8819 -1.2968 8.1528
C 3.7545 -1.8278 7.2475
O 4.8536 -2.1752 7.5323
O 3.1374 -2.0397 6.0748
H 0.0209 -1.5577 5.0368
H 0.6888 -2.8665 6.1566
H 1.2066 -2.8175 4.5486
H 2.2219 -0.3987 5.4796
H 0.7919 -1.4502 7.8847
H 1.5833 0.1846 7.5205
```


# 2
The following is a quantum chemistry calculation of a 11-piece molecular cluster, C52H79ClO34 overall in a non-equilibrium geometry, from the OMol25 dataset.

Computed properties:
SMILES string ... C#CCc1c(Cl)ccc2c1C(=O)c1cc(COCCOCC)ccc1C2=O.COC(=O)OC.COC(=O)OC.COC(=O)OC.COC(=O)OC.COC(=O)OC.COC(=O)OC.COC(=O)OC.COC(=O)OC.COC(=O)OC.COC(=O)OC
Energy above the lowest of the compared OMol25 structures with the same formula, charge and spin ... 1312.1 kJ/mol
E_tot ... -5046.64256 Ha

```
166
C52H79ClO34 (ωB97M-V with the def2-TZVPD basis set)
C -5.7285 -1.7798 -0.0696
C -4.4458 -1.9214 -0.3835
C -2.8950 -1.8633 -0.8874
C -2.7617 -0.5753 -1.8776
C -3.0736 -0.7587 -3.4249
Cl -3.5454 -2.4166 -4.0975
C -3.0136 0.4634 -4.4626
C -2.6186 1.8945 -3.9387
C -2.2714 2.0924 -2.4114
C -2.3339 0.8759 -1.3874
C -1.9519 1.1625 0.1747
O -2.5968 0.6396 1.1409
C -0.6976 2.1856 0.3750
C 0.4355 1.9907 1.4621
C 1.6151 3.0420 1.5065
C 2.8841 2.9665 2.5282
O 3.9316 2.2330 1.8373
C 4.9183 3.1075 1.2261
C 4.9840 2.8934 -0.3985
O 4.3934 4.0489 -1.0833
C 4.4151 3.8695 -2.5297
C 3.2888 4.8781 -3.1695
C 1.6270 4.2895 0.5009
C 0.4897 4.5132 -0.6059
C -0.6482 3.4186 -0.6456
C -1.8274 3.5258 -1.7682
O -2.3124 4.6490 -2.1194
H -6.7981 -1.3274 -0.0479
H -2.6184 -2.8295 -1.4803
H -2.1593 -1.8140 0.0049
H -3.2547 0.2699 -5.5739
H -2.5633 2.8485 -4.6040
H 0.4172 1.1086 2.2032
H 3.1940 4.0294 2.8751
H 2.6128 2.3944 3.5093
H 4.7422 4.2325 1.3876
H 5.9732 2.8124 1.6326
H 6.1028 2.8700 -0.7301
H 4.4307 1.9012 -0.6184
H 4.1164 2.8021 -2.8654
H 5.4225 4.2046 -3.0071
H 2.2303 4.3997 -3.1157
H 3.3108 5.9230 -2.6629
H 3.5288 5.0230 -4.2957
H 2.4909 5.0429 0.5487
H 0.5243 5.4275 -1.3212
C -7.2023 -7.9580 1.3431
O -6.4567 -7.1120 2.2177
C -6.8926 -5.8384 2.2606
O -7.8262 -5.3857 1.6390
O -6.1071 -5.1582 3.1173
C -6.4540 -3.7819 3.2656
H -6.7651 -8.9569 1.3879
H -8.2446 -8.0236 1.6664
H -7.1382 -7.5996 0.3124
H -7.4664 -3.6802 3.6651
H -6.3588 -3.2553 2.3123
H -5.7573 -3.3345 3.9768
C 6.5682 6.3262 -1.4313
O 7.0464 7.3360 -2.3188
C 8.3821 7.5102 -2.2903
O 9.1638 6.8988 -1.5979
O 8.6949 8.4841 -3.1670
C 10.0898 8.7797 -3.2444
H 5.4840 6.2719 -1.5371
H 6.9892 5.3519 -1.6932
H 6.8008 6.5825 -0.3944
H 10.6518 7.9043 -3.5791
H 10.4628 9.1338 -2.2800
H 10.2243 9.5759 -3.9787
C -14.2571 -7.7398 2.7042
O -13.7963 -6.7255 1.8139
C -12.4620 -6.5372 1.8328
O -11.6689 -7.1406 2.5198
O -12.1659 -5.5611 0.9543
C -10.7745 -5.2529 0.8684
H -15.3420 -7.8047 2.6054
H -13.8279 -8.7095 2.4393
H -14.0196 -7.4813 3.7394
H -10.2070 -6.1232 0.5306
H -10.3987 -4.8955 1.8299
H -10.6520 -4.4557 0.1331
C -8.3085 -9.6514 4.9646
O -7.9313 -10.6903 4.0623
C -7.8871 -11.9169 4.6176
O -8.1332 -12.1838 5.7715
O -7.5207 -12.7942 3.6631
C -7.4317 -14.1454 4.1129
H -8.3108 -8.7105 4.4113
H -9.3150 -9.8249 5.3535
H -7.5865 -9.5690 5.7814
H -8.4033 -14.4985 4.4677
H -6.6750 -14.2424 4.8956
H -7.1301 -14.7624 3.2645
C 9.8681 13.8530 -4.0358
O 10.5081 12.9086 -4.8934
C 11.0117 13.4398 -6.0239
O 10.9610 14.6047 -6.3460
O 11.5820 12.4464 -6.7337
C 12.1618 12.8664 -7.9672
H 9.5019 13.3159 -3.1592
H 10.5782 14.6139 -3.7018
H 9.0144 14.3141 -4.5391
H 12.9636 13.5880 -7.7905
H 11.4000 13.2884 -8.6276
H 12.5900 11.9875 -8.4524
C -3.4910 -18.1576 6.5498
O -3.1564 -17.1102 7.4581
C -4.0984 -16.1537 7.5705
O -5.1554 -16.1245 6.9828
O -3.6578 -15.2354 8.4515
C -4.5621 -14.1535 8.6711
H -2.6634 -18.8690 6.5393
H -4.3919 -18.6812 6.8798
H -3.6207 -17.7641 5.5383
H -5.5056 -14.5176 9.0856
H -4.7344 -13.6005 7.7443
H -4.1054 -13.4772 9.3959
C 14.4456 15.8464 -3.0512
O 14.2587 16.9583 -2.1772
C 13.0377 17.0183 -1.6124
O 12.1344 16.2325 -1.7873
O 12.9977 18.1059 -0.8188
C 11.7525 18.2973 -0.1500
H 15.4610 15.8990 -3.4476
H 14.3362 14.9051 -2.5064
H 13.7451 15.8925 -3.8891
H 11.5358 17.4537 0.5104
H 10.9449 18.4409 -0.8723
H 11.8346 19.1993 0.4589
C 11.9092 4.0643 -8.0429
O 10.7618 3.9458 -7.2039
C 10.6186 4.9503 -6.3178
O 11.3600 5.8982 -6.1919
O 9.5060 4.7150 -5.5964
C 9.2281 5.7076 -4.6102
H 11.9236 3.2039 -8.7141
H 11.8525 4.9729 -8.6477
H 12.8255 4.0525 -7.4471
H 9.0645 6.6814 -5.0788
H 10.0376 5.7608 -3.8781
H 8.3128 5.4175 -4.0908
C -5.2164 -8.0846 10.1976
O -5.1053 -8.4337 8.8193
C -5.0574 -7.3777 7.9834
O -5.1002 -6.2128 8.3071
O -4.9537 -7.8462 6.7250
C -4.8927 -6.8301 5.7243
H -5.2465 -9.0096 10.7760
H -4.3480 -7.5043 10.5198
H -6.1412 -7.5319 10.3821
H -4.0112 -6.1999 5.8679
H -5.8045 -6.2279 5.7305
H -4.8107 -7.3200 4.7525
C -10.5319 -2.6600 -5.3622
O -9.7372 -2.8960 -4.2017
C -8.4853 -3.3190 -4.4652
O -8.0138 -3.5028 -5.5642
O -7.8509 -3.5013 -3.2914
C -6.5032 -3.9528 -3.4177
H -11.5163 -2.3244 -5.0315
H -10.0889 -1.8745 -5.9798
H -10.6566 -3.5807 -5.9379
H -5.8996 -3.2188 -3.9576
H -6.4675 -4.9254 -3.9158
H -6.0911 -4.0652 -2.4132
```


# 3
The following is a quantum chemistry calculation of a 6-piece molecular cluster, C52H80Cl2F13IO15P2 overall in a non-equilibrium geometry, from the OMol25 dataset.

Computed properties:
SMILES string ... CCP(CC)c1c(OC[C@@H](C)O)c2c(c(I)c1P(O)Cl)C(=O)c1cc(C[C@@H](C)Cl)cc(CCC(F)(F)C(F)(F)C(F)(F)C(F)(F)C(F)(F)C(F)(F)F)c1C2=O.COCCOC.COCCOC.COCCOC.COCCOC.COCCOC
E_tot ... -6356.33873 Ha

```
165
C52H80Cl2F13IO15P2 (ωB97M-V with the def2-TZVPD basis set)
C 0.9527 5.9050 7.7266
C 2.4291 5.1989 7.6805
P 2.8176 4.4941 5.9755
C 4.6077 3.9263 5.7960
C 5.5312 5.2488 6.0677
C 1.5647 3.2012 5.4155
C 0.3324 3.6749 4.5446
O 0.3263 5.0792 4.2285
C 0.6658 5.1777 2.8136
C 2.0448 5.9563 2.5386
C 3.2053 4.8536 2.3862
O 1.8934 6.5837 1.2125
C -0.7960 2.6909 4.0671
C -0.7512 1.1443 4.3928
C 0.4923 0.6699 5.2331
I 0.8031 -1.4232 5.7729
C 1.6028 1.6750 5.7468
P 3.0809 1.0806 6.8233
O 2.4280 0.3000 8.2344
Cl 4.2733 -0.3010 5.7111
C -1.8996 0.1686 3.9095
O -2.1680 -0.9655 4.3703
C -2.8782 0.6924 2.7353
C -3.7391 -0.3637 1.9532
C -4.7187 0.1160 0.8547
C -5.6690 -0.9114 0.0374
C -4.9462 -2.3001 -0.3152
C -3.4559 -2.0830 -0.9036
Cl -4.9916 -3.5341 1.0571
C -4.7933 1.6396 0.5576
C -3.9520 2.7281 1.3228
C -4.1516 4.2288 0.8603
C -4.9036 5.2207 1.8465
C -5.8132 4.5882 2.9872
F -5.0651 3.8456 3.9722
F -6.3046 5.7295 3.7395
C -7.1317 3.8220 2.4870
F -8.2684 4.6739 2.7301
F -7.1624 3.5650 1.0826
C -7.4617 2.4393 3.2221
F -6.4278 1.4732 3.1799
F -8.5541 1.8558 2.4797
C -8.0330 2.5965 4.7324
F -7.5431 3.7283 5.4164
F -9.4504 2.8147 4.5752
C -7.9005 1.2555 5.6003
F -8.3792 0.1603 4.8026
F -6.5471 0.9919 5.9967
C -8.7732 1.2303 6.9506
F -9.9701 0.5109 6.7356
F -8.9688 2.4811 7.5574
F -8.0257 0.4513 7.8968
C -2.9856 2.2009 2.4082
C -2.0733 3.2077 3.2225
O -2.3158 4.4392 3.2907
H 1.0019 6.9683 8.1710
H 0.6079 6.0293 6.6321
H 0.2189 5.2543 8.3075
H 3.1628 6.0413 7.9796
H 2.4514 4.4430 8.5400
H 4.9527 3.1659 6.5969
H 4.8767 3.5663 4.7474
H 5.4897 5.4237 7.2104
H 6.6251 4.9980 5.8311
H 5.1461 6.1738 5.5211
H -0.1849 5.7661 2.3033
H 0.7388 4.1424 2.3278
H 2.2788 6.7694 3.3038
H 3.5803 4.7708 1.2953
H 4.1411 5.0645 3.0272
H 2.8428 3.7951 2.6623
H 1.6723 5.8169 0.6285
H 2.6328 -0.6620 8.2163
H -3.6169 -1.4617 2.2183
H -6.1661 -0.4287 -0.8686
H -6.5312 -1.1740 0.7659
H -5.5563 -2.7720 -1.1763
H -3.3246 -0.9941 -1.2576
H -3.3601 -2.8025 -1.8024
H -2.7059 -2.3530 -0.0811
H -5.5350 1.9535 -0.2682
H -3.1090 4.6560 0.5992
H -4.7225 4.2267 -0.1446
H -5.5567 5.9400 1.2235
H -4.1373 5.9065 2.3750
C -0.8150 -3.9230 -2.9892
O -1.9352 -4.2093 -3.8165
C -1.5838 -4.3137 -5.1952
C -1.4002 -5.7683 -5.6216
O -0.3001 -6.3802 -4.9483
C -0.7109 -7.1501 -3.8256
H -1.0741 -4.1854 -1.9614
H 0.0721 -4.4920 -3.2778
H -0.5900 -2.8512 -3.0346
H -0.6882 -3.7223 -5.4125
H -2.4118 -3.8851 -5.7689
H -1.1721 -5.7904 -6.6920
H -2.3183 -6.3448 -5.4639
H -1.0727 -8.1271 -4.1609
H -1.4934 -6.6540 -3.2458
H 0.1565 -7.2981 -3.1791
C -4.7897 10.4650 2.9803
O -3.7828 10.6336 1.9907
C -2.6687 11.3853 2.4678
C -1.5235 10.4766 2.9093
O -1.8891 9.6735 4.0293
C -2.2893 8.3629 3.6505
H -5.4264 9.6302 2.6799
H -4.3714 10.2434 3.9652
H -5.4015 11.3722 3.0409
H -2.9732 12.0583 3.2762
H -2.3205 12.0040 1.6344
H -0.6845 11.1041 3.2265
H -1.1766 9.8494 2.0808
H -1.4041 7.7440 3.4725
H -2.9171 8.3630 2.7552
H -2.8619 7.9304 4.4734
C 2.1543 -4.9164 -7.7779
O 1.0318 -5.2019 -8.6039
C 1.3817 -5.3043 -9.9822
C 1.5649 -6.7587 -10.4096
O 2.6644 -7.3716 -9.7390
C 2.2551 -8.1429 -8.6158
H 1.8975 -5.1805 -6.7497
H 3.0409 -5.4849 -8.0692
H 2.3788 -3.8446 -7.8226
H 2.2770 -4.7125 -10.1997
H 0.5532 -4.8751 -10.5550
H 1.7919 -6.7801 -11.4804
H 0.6466 -7.3346 -10.2515
H 1.8922 -9.1194 -8.9516
H 1.4740 -7.6471 -8.0338
H 3.1237 -8.2921 -7.9711
C 6.6679 -2.9798 4.7001
O 5.5427 -3.2669 3.8801
C 5.8853 -3.3736 2.5003
C 6.0655 -4.8293 2.0753
O 7.1680 -5.4414 2.7413
C 6.7651 -6.2096 3.8678
H 6.4147 -3.2407 5.7297
H 7.5525 -3.5505 4.4065
H 6.8937 -1.9084 4.6519
H 6.7799 -2.7831 2.2766
H 5.0540 -2.9453 1.9309
H 6.2867 -4.8533 1.0035
H 5.1476 -5.4041 2.2397
H 6.3998 -7.1866 3.5364
H 5.9876 -5.7120 4.4531
H 7.6373 -6.3576 4.5077
C 5.3470 -7.5242 -13.9981
O 5.4858 -7.0136 -12.6792
C 5.1677 -7.9834 -11.6810
C 6.4233 -8.6534 -11.1275
O 7.1026 -9.4126 -12.1268
C 8.1889 -8.7016 -12.7055
H 5.9092 -6.8773 -14.6749
H 5.7334 -8.5421 -14.0925
H 4.2906 -7.5079 -14.2896
H 4.4632 -8.7251 -12.0722
H 4.6696 -7.4513 -10.8663
H 6.1247 -9.3549 -10.3420
H 7.0975 -7.9160 -10.6782
H 9.0600 -8.7576 -12.0452
H 7.9450 -7.6530 -12.8947
H 8.4368 -9.1755 -13.6574
```


Among the records above, which one has the highest E_tot? C52H78O39


E_tot of number 1 (C52H78O39)? -4962.72729 Ha


Which formula does entry 1 have? C52H78O39